{"formula": "C45H88F3N3O5Si3", "method": "ωB97M-V with the def2-TZVPD basis set", "species": ["C", "O", "C", "C", "C", "C", "C", "C", "C", "C", "C", "Si", "C", "O", "N", "O", "N", "C", "O", "O", "Si", "C", "C", "N", "C", "C", "F", "C", "F", "F", "C", "C", "Si", "C", "C", "C", "C", "C", "C", "C", "C", "H", "H", "H", "H", "H", "H", "H", "H", "H", "H", "H", "H", "H", "H", "H", "H", "H", "H", "H", "H", "H", "H", "H", "H", "H", "H", "H", "H", "H", "H", "H", "H", "H", "H", "H", "H", "H", "H", "H", "H", "H", "H", "H", "H", "H", "H", "C", "C", "C", "C", "C", "C", "H", "H", "H", "H", "H", "H", "H", "H", "H", "H", "H", "H", "H", "H", "C", "C", "C", "C", "C", "C", "H", "H", "H", "H", "H", "H", "H", "H", "H", "H", "H", "H", "H", "H", "C", "C", "C", "C", "C", "C", "H", "H", "H", "H", "H", "H", "H", "H", "H", "H", "H", "H", "H", "H"], "xyz": [[1.4304, -3.1343, 3.3491], [2.4525, -2.3648, 2.7493], [2.0686, -1.0041, 2.5943], [3.1004, -0.0649, 3.1851], [4.4585, -0.1779, 2.5141], [4.4305, 0.2074, 1.0120], [4.3309, -1.0008, 0.0538], [3.1566, -1.0051, -0.9216], [2.8456, 0.3224, -1.6357], [1.7323, 1.1561, -0.9673], [0.4472, 1.1776, -1.7935], [-1.0222, 1.9489, -0.9264], [-1.9965, 2.9422, -2.2251], [-2.2318, 4.3048, -1.8359], [-1.6372, 5.2042, -2.7367], [-1.8310, 6.3066, -2.4214], [-0.4881, 2.9870, 0.3781], [0.1793, 3.9566, 0.0949], [0.8461, 4.8441, -0.1558], [-1.9439, 0.6872, -0.4017], [-3.1849, 0.8772, 0.7002], [-4.5363, 2.0737, 0.1445], [-5.2878, 2.5352, 1.3517], [-6.4125, 2.0599, 1.6836], [-2.5930, 1.4129, 2.4098], [-1.2405, 0.8652, 2.8116], [-1.2813, -0.4722, 3.1617], [-4.0065, -0.8602, 0.9174], [-5.3564, -0.7817, 0.6622], [-3.8918, -1.2498, 2.2291], [-3.3623, -1.9096, 0.0273], [-3.5324, -3.3458, 0.5384], [-2.8855, -4.5626, -0.7720], [-4.2354, -4.8194, -2.0487], [-2.4143, -6.1438, 0.1175], [-1.3472, -3.7238, -1.5041], [-1.4642, -2.7948, -2.5458], [-0.3295, -2.1355, -3.0210], [0.9155, -2.4013, -2.4580], [1.0441, -3.3392, -1.4373], [-0.0892, -4.0085, -0.9597], [0.5325, -3.1454, 2.7304], [1.7933, -4.1454, 3.4936], [1.1599, -2.7391, 4.3307], [1.9981, -0.7927, 1.5247], [1.0803, -0.8215, 3.0059], [2.6959, 0.9437, 3.0884], [3.1588, -0.2852, 4.2524], [5.0892, 0.5635, 2.9999], [4.8661, -1.1762, 2.6308], [3.6212, 0.9278, 0.8977], [5.3491, 0.7554, 0.8230], [4.2123, -1.8814, 0.6817], [5.2790, -1.0973, -0.4649], [2.2390, -1.3749, -0.4667], [3.4068, -1.7247, -1.7019], [3.7369, 0.9387, -1.6887], [2.5891, 0.1153, -2.6721], [2.1258, 2.1679, -0.8777], [1.5484, 0.7672, 0.0297], [0.6124, 1.6260, -2.7710], [0.1841, 0.1352, -1.9924], [-1.4099, 2.9619, -3.1431], [-2.9337, 2.4505, -2.4800], [-5.2178, 1.5544, -0.5252], [-4.1568, 2.9759, -0.3375], [-4.8011, 3.3391, 1.9082], [-6.7489, 2.5302, 2.5230], [-2.5092, 2.4988, 2.3576], [-3.3888, 1.1973, 3.1186], [-0.4742, 1.0340, 2.0593], [-0.9075, 1.4049, 3.7005], [-3.8491, -1.8624, -0.9452], [-2.3087, -1.6679, -0.0556], [-2.9010, -3.4741, 1.4155], [-4.5684, -3.5513, 0.7963], [-3.8824, -5.3185, -2.9471], [-4.7481, -3.8902, -2.2829], [-4.9863, -5.4758, -1.6096], [-3.2879, -6.5981, 0.5788], [-1.9570, -6.8845, -0.5355], [-1.7102, -5.9140, 0.9154], [-2.4306, -2.5625, -2.9676], [-0.4158, -1.4074, -3.8142], [1.8006, -1.8839, -2.8037], [1.9980, -3.5551, -0.9776], [0.0132, -4.7313, -0.1660], [5.3744, 3.2527, -1.4512], [6.0837, 4.5757, -1.1828], [5.1734, 5.7916, -1.3491], [4.6054, 5.9848, -2.7556], [5.6515, 6.1073, -3.8624], [6.5686, 7.3163, -3.6998], [5.0138, 3.1892, -2.4797], [6.0535, 2.4129, -1.2919], [4.5203, 3.1214, -0.7817], [6.9575, 4.6610, -1.8344], [6.4670, 4.5686, -0.1591], [5.7237, 6.6881, -1.0503], [4.3371, 5.7075, -0.6478], [3.9814, 6.8839, -2.7563], [3.9329, 5.1558, -2.9950], [5.1320, 6.1871, -4.8209], [6.2533, 5.1960, -3.9174], [5.9907, 8.2425, -3.6841], [7.2760, 7.3775, -4.5279], [7.1487, 7.2623, -2.7774], [-1.1715, 3.4052, 5.9307], [-2.5233, 2.7536, 6.2014], [-3.7082, 3.6463, 5.8360], [-3.8012, 4.9527, 6.6252], [-3.8737, 4.7840, 8.1418], [-5.1080, 4.0174, 8.6091], [-1.0147, 4.3053, 6.5264], [-0.3637, 2.7129, 6.1749], [-1.0786, 3.6743, 4.8752], [-2.5851, 2.4523, 7.2500], [-2.5872, 1.8356, 5.6097], [-4.6326, 3.0753, 5.9637], [-3.6527, 3.8893, 4.7686], [-4.6867, 5.5000, 6.2868], [-2.9462, 5.5892, 6.3806], [-3.8827, 5.7767, 8.5988], [-2.9725, 4.2872, 8.5111], [-6.0222, 4.5195, 8.2863], [-5.1301, 3.9500, 9.6975], [-5.1236, 2.9990, 8.2182], [1.7222, -6.6385, -3.5535], [0.8235, -5.7300, -4.3872], [-0.6443, -6.1455, -4.3666], [-0.9383, -7.5283, -4.9506], [-0.4861, -7.7261, -6.3962], [-1.1778, -6.7881, -7.3816], [1.7235, -7.6634, -3.9283], [2.7536, -6.2824, -3.5722], [1.3934, -6.6562, -2.5117], [1.1931, -5.6919, -5.4163], [0.8971, -4.7131, -3.9980], [-1.2309, -5.3916, -4.9007], [-1.0032, -6.1224, -3.3319], [-2.0166, -7.7090, -4.8889], [-0.4716, -8.2955, -4.3261], [-0.6978, -8.7586, -6.6863], [0.5976, -7.6043, -6.4736], [-2.2610, -6.9225, -7.3504], [-0.8454, -6.9872, -8.4014], [-0.9588, -5.7416, -7.1643]], "mulliken_charge": [-0.570, -0.346, 0.681, -0.915, -1.414, 0.394, -1.907, 0.262, -0.773, 0.673, 0.176, 0.049, -0.941, -0.249, 0.135, -0.310, -0.259, 0.674, -0.501, 0.158, -0.455, -0.456, -0.436, -0.616, -0.741, -0.049, -0.350, 1.409, -0.366, -0.299, -0.822, -0.542, -0.443, -1.052, -1.246, 0.830, -0.072, -1.394, -0.015, -0.967, -0.569, 0.131, 0.290, 0.296, -0.944, 0.472, 0.347, 0.454, 0.422, 0.441, -0.141, 0.458, 0.589, 0.405, -0.198, 0.683, -0.148, 0.755, -0.064, -0.379, 0.710, -0.671, 0.586, 0.489, 0.440, 0.335, 0.404, 0.275, 0.363, 0.891, -0.319, 0.243, 0.138, 0.206, 0.237, 0.661, 0.324, 0.330, 0.387, 0.385, 0.353, 0.377, 0.490, 0.448, 0.549, 0.536, 0.512, -0.911, -0.624, -0.710, -0.528, -0.410, -1.228, 0.311, 0.393, 0.167, 0.285, 0.350, 0.350, 0.337, 0.407, 0.196, 0.402, 0.226, 0.294, 0.386, 0.283, -1.273, -0.294, -0.295, -0.885, -0.417, -1.192, 0.412, 0.371, 0.206, 0.412, 0.190, 0.425, 0.074, 0.397, 0.329, 0.385, 0.234, 0.295, 0.382, 0.286, -1.352, 0.218, 0.295, -0.996, -0.473, -1.182, 0.418, 0.396, 0.203, 0.472, -0.333, 0.394, -0.354, 0.393, 0.365, 0.405, 0.236, 0.291, 0.385, 0.281], "spin_multiplicity": 1, "total_energy_ha": -3476.07370, "fmax_ev_per_a": 2.51, "e_homo_ev": -9.265, "lumo_energy_ev": 0.04}